[1]
A 6-piece molecular cluster, C51H69F16N3O12PS2 overall. Source: the Open Molecules 2025 dataset; level of theory: wB97M-V/def2-TZVPD.

Summary:
* E_LUMO: -0.0925 hartree
* M: 1315.2 g mol⁻¹
* net charge: +1

Geometry as XYZ:
```
154
Properties=species:S:1:pos:R:3:forces:R:3
C 0.0934 1.1934 -2.1229 0.20 -0.46 0.01
C 0.4771 0.0857 -1.8229 0.92 0.45 0.66
C 1.1498 -1.0729 -1.1099 -2.25 0.10 0.85
N 0.2967 -2.2592 -1.1866 0.10 1.48 -1.00
C -0.7765 -2.2303 -2.1838 -0.87 -2.50 -0.47
C -1.3895 -3.6974 -2.2340 -0.09 0.10 -0.38
C -1.5126 -4.2776 -3.6935 -0.37 -0.79 1.00
N 2.5126 -1.3360 -1.7488 -0.04 -0.90 0.18
C 2.4232 -2.0030 -3.1013 0.70 -1.79 -1.00
C 3.8411 -2.2760 -3.7601 -1.22 1.21 -0.18
C 3.4626 -0.1848 -1.6424 1.66 -0.60 0.17
P 3.5651 1.0979 -3.0254 -0.99 5.31 1.34
O 2.4432 0.9434 -4.2281 1.03 -1.92 -0.42
O 5.1274 1.2537 -3.6010 -0.91 -2.05 -0.39
C 3.2824 0.6455 -0.2919 -0.21 -0.88 -0.39
C 2.7549 -0.2711 0.8656 -0.57 1.18 -1.64
F 3.6837 -1.3092 1.0701 -0.50 0.20 -0.33
C 1.3049 -0.7678 0.4676 0.52 0.56 1.24
C 0.9941 -2.0150 1.3663 0.82 -0.57 -0.14
C 1.3719 -1.8618 2.8846 -0.44 -1.13 0.24
C 0.2311 -2.4867 3.7975 0.69 0.11 -0.19
C 0.3374 0.3815 0.9335 0.17 0.00 0.67
C -1.1688 -0.0049 0.8930 -0.07 1.26 -0.15
C -2.0928 1.2591 0.9700 0.38 -0.54 -0.50
S -3.7899 0.7853 1.5177 -0.15 0.37 -0.59
C -4.5203 0.0067 0.0335 0.39 0.07 -0.77
S -4.2883 -1.5601 -0.3625 0.05 0.31 0.64
N -5.3179 0.8633 -0.8046 0.44 -1.09 -0.37
C -4.5129 1.6864 -1.6786 0.63 2.08 -0.06
C -3.5160 1.2123 -2.5605 -0.20 0.51 0.29
C -2.7765 2.1422 -3.3361 0.24 0.07 -0.32
C -2.9701 3.5347 -3.2672 -1.32 -0.37 1.28
C -3.9869 4.0065 -2.3801 0.79 -0.74 -0.49
C -4.7318 3.0924 -1.6075 0.29 0.36 -0.33
C -6.3891 0.1738 -1.4890 -1.52 -0.89 -0.24
C -6.4595 -0.0800 -2.8761 -0.58 -0.09 0.60
C -7.5776 -0.7977 -3.3821 -0.23 -0.20 -0.08
C -8.6234 -1.2694 -2.5688 0.77 0.56 0.97
C -8.5582 -1.0053 -1.1700 0.34 0.01 -0.86
C -7.4533 -0.3054 -0.6693 -0.02 0.07 0.13
H -0.2545 2.1916 -2.3831 0.15 -0.78 0.16
H 0.8160 -3.1286 -1.1731 -0.26 0.06 0.09
H -0.4414 -2.0382 -3.2288 -0.13 0.40 0.73
H -1.6376 -1.5894 -1.8988 0.99 0.12 -0.10
H -0.7831 -4.4133 -1.6354 -0.23 0.61 -0.25
H -2.3952 -3.7115 -1.7611 0.69 0.17 -0.22
H -1.2289 -3.5728 -4.4946 -0.20 -0.36 0.40
H -2.5592 -4.6299 -3.8172 0.67 0.40 -0.34
H -0.8998 -5.2051 -3.7378 -0.22 0.72 -0.35
H 2.9056 -2.0747 -1.1418 -0.03 0.32 -0.03
H 2.0135 -3.0272 -2.9627 -0.04 0.86 0.40
H 1.7244 -1.5035 -3.7936 0.54 0.31 0.63
H 4.6384 -2.3935 -2.9949 -0.45 -0.10 -0.73
H 4.0232 -1.4135 -4.4373 0.50 -0.52 0.54
H 3.7366 -3.1536 -4.4287 0.23 0.37 0.66
H 4.4775 -0.6404 -1.5391 -0.67 0.19 -0.32
H 1.9374 1.7588 -4.3413 0.33 -0.04 0.35
H 5.1333 1.8233 -4.3890 -0.03 -0.11 0.24
H 4.2859 1.0460 -0.0503 -0.66 -0.03 -0.12
H 2.5680 1.4684 -0.4884 0.48 -0.36 0.30
H 2.6687 0.3297 1.7876 0.30 -0.48 -0.36
H -0.0500 -2.3653 1.3211 0.50 0.52 -0.38
H 1.6100 -2.8580 0.9627 -0.45 0.41 0.32
H 1.6348 -0.8400 3.2092 -0.32 -0.44 -0.24
H 2.2620 -2.4999 3.0655 -0.30 0.71 -0.09
H -0.7444 -2.5421 3.2774 0.43 0.29 0.33
H 0.1372 -1.9138 4.7412 -0.07 -0.43 -0.51
H 0.5110 -3.5347 4.0399 -0.25 0.67 -0.02
H 0.5841 0.5494 2.0091 -0.16 -0.09 -0.67
H 0.5672 1.3584 0.4533 -0.31 -0.73 0.04
H -1.4184 -0.5060 -0.0591 0.05 -0.18 0.73
H -1.4137 -0.6060 1.7891 0.14 -0.06 -0.77
H -2.1815 1.7665 -0.0146 0.16 -0.26 0.59
H -1.7030 2.0042 1.6931 -0.45 -0.44 -0.22
H -3.3247 0.1273 -2.6300 -0.06 0.71 -0.02
H -2.0044 1.7732 -4.0364 -0.57 0.03 0.46
H -2.3969 4.2823 -3.8299 -0.14 -0.65 0.09
H -4.1307 5.0973 -2.3148 -0.17 -0.73 0.15
H -5.4864 3.5264 -0.9327 0.34 -0.64 -0.27
H -5.6728 0.2765 -3.5524 -0.47 -0.24 0.28
H -7.6512 -1.0314 -4.4589 0.27 0.32 0.63
H -9.4770 -1.8375 -2.9597 0.51 0.34 -0.02
H -9.3883 -1.3617 -0.5270 1.22 0.54 -0.42
H -7.4073 -0.1342 0.4189 0.09 0.05 -0.62
C -14.8395 0.5231 -0.2995 0.35 0.08 0.09
C -15.0401 -0.9778 -0.2822 -0.60 0.44 -0.05
O -13.7844 -1.6661 -0.4318 0.42 -0.37 0.04
C -13.0516 -1.7900 0.6727 -1.01 0.45 -0.15
O -13.3549 -1.3785 1.7529 0.47 -0.21 0.09
C -11.7741 -2.5787 0.3691 1.08 -0.74 -0.17
F -11.1737 -2.1638 -0.7646 -0.72 -0.01 0.09
F -12.0264 -3.8870 0.2162 -0.36 0.22 0.02
F -10.8668 -2.4753 1.3437 -0.37 0.29 0.05
H -14.3043 0.8271 -1.2007 -0.13 -0.04 -0.05
H -15.7996 1.0381 -0.2671 0.00 -0.06 -0.02
H -14.2431 0.8501 0.5531 -0.11 -0.03 0.05
H -15.6573 -1.2774 -1.1282 0.26 -0.18 -0.06
H -15.5518 -1.3054 0.6232 0.25 -0.04 0.07
C 0.2741 6.4608 3.8138 0.27 -0.13 -0.22
C -0.9064 6.8030 2.9291 -0.11 0.01 0.79
O -0.4866 7.0005 1.5647 0.02 -0.07 -0.58
C -0.3138 5.9023 0.8410 -0.36 0.19 1.01
O -0.4764 4.7814 1.2311 0.15 -0.21 -0.46
C 0.0848 6.2707 -0.5919 0.43 0.42 -1.07
F 1.0295 7.2181 -0.6260 -0.11 -0.16 0.28
F -0.9660 6.7375 -1.2848 -0.10 -0.16 0.31
F 0.5637 5.2154 -1.2666 -0.16 -0.12 0.35
H 1.0518 7.2210 3.7247 -0.10 0.07 0.08
H -0.0361 6.3922 4.8563 -0.04 0.03 -0.04
H 0.7214 5.5094 3.5229 -0.11 -0.03 0.05
H -1.3499 7.7432 3.2532 0.08 0.08 -0.31
H -1.6856 6.0421 2.9844 0.12 -0.07 -0.22
C 6.1887 -3.5461 -0.6302 0.09 -0.46 0.06
C 7.2579 -2.5646 -1.0506 -0.55 0.31 -0.05
O 8.5635 -3.0720 -0.7562 0.39 -0.05 -0.04
C 9.0621 -3.9398 -1.6432 -0.76 0.45 -0.08
O 8.4994 -4.3052 -2.6321 0.32 -0.18 0.01
C 10.4752 -4.3642 -1.2310 1.24 -0.53 0.40
F 10.5495 -4.6576 0.0750 -0.34 0.13 -0.13
F 11.3614 -3.3837 -1.4670 -0.39 0.13 -0.10
F 10.8873 -5.4399 -1.8999 -0.42 0.19 -0.12
H 6.3042 -3.8072 0.4226 -0.10 0.16 0.02
H 5.1933 -3.1220 -0.7831 0.02 0.05 0.07
H 6.2583 -4.4765 -1.1955 -0.04 0.10 -0.11
H 7.1499 -1.6382 -0.4853 0.29 -0.07 0.10
H 7.1720 -2.3088 -2.1093 0.19 -0.16 -0.03
C 0.9257 -3.2642 9.7972 -0.22 0.26 -0.13
C 2.3611 -2.8414 9.5647 -0.14 -0.58 0.45
O 2.4478 -1.8830 8.4933 0.15 0.42 -0.33
C 2.1681 -0.6208 8.8160 0.05 -0.91 0.64
O 1.8568 -0.2399 9.9045 -0.02 0.43 -0.28
C 2.3456 0.2860 7.5941 0.08 0.87 -0.93
F 1.7905 -0.2378 6.4852 -0.04 -0.21 0.22
F 3.6443 0.4906 7.3176 -0.04 -0.28 0.27
F 1.7946 1.4879 7.7705 -0.05 -0.30 0.32
H 0.4813 -3.6350 8.8718 0.09 -0.11 0.03
H 0.8749 -4.0478 10.5531 0.05 0.01 -0.03
H 0.3168 -2.4230 10.1303 0.08 -0.03 0.10
H 2.9539 -3.7016 9.2563 0.05 0.19 -0.25
H 2.8159 -2.4441 10.4725 -0.07 0.22 -0.12
C 8.3691 1.4815 -2.0370 -0.19 0.30 0.21
C 9.5790 1.8295 -2.8793 -0.09 -0.66 0.12
O 9.5512 3.2126 -3.2652 0.10 0.42 -0.13
C 9.9830 4.0830 -2.3493 0.01 -0.98 0.04
O 10.3777 3.7933 -1.2595 0.00 0.43 0.00
C 9.9390 5.5066 -2.9136 -0.06 1.25 -0.38
F 8.7861 5.7577 -3.5565 0.03 -0.32 0.13
F 10.9318 5.7108 -3.7927 -0.02 -0.37 0.13
F 10.0622 6.4274 -1.9577 0.01 -0.43 0.11
H 7.4456 1.7482 -2.5533 0.06 -0.12 -0.10
H 8.3506 0.4140 -1.8111 0.07 0.01 -0.05
H 8.3757 2.0337 -1.0960 0.12 -0.09 0.02
H 9.5653 1.2510 -3.8025 0.00 0.29 -0.12
H 10.5100 1.5913 -2.3640 -0.03 0.23 0.06
```
Positions in Å, forces in eV/Å.

These are the Löwdin partial charges, in e, on atoms 1 to 2: 0.169 -0.046


[2]
C32H54GdN2O3P2 as an isolated structure. Source: the Open Molecules 2025 dataset; level of theory: wB97M-V/def2-TZVPD.

Summary:
* E_LUMO (spin up / spin down): -0.1034 / -0.1792 hartree
* M: 734.0 g mol⁻¹
* multiplicity: 8
* net charge: +1

Geometry as XYZ:
```
94
Properties=species:S:1:pos:R:3:forces:R:3
Gd -0.1343 1.7755 -3.1750 -1.71 0.88 5.41
C -0.1279 -3.0147 1.9308 -0.06 -0.25 -0.29
C 1.2095 -2.8667 1.4523 0.09 0.08 -0.06
C 1.0084 -1.6618 3.3996 -0.15 0.08 -0.18
C -0.2310 -2.3092 3.1565 -0.08 0.29 0.48
C 1.9011 -2.0097 2.3518 -0.26 0.16 0.28
C -1.2566 -3.7662 1.3237 -0.12 -0.53 -0.12
H -1.0891 -3.9856 0.2587 -0.03 -0.07 0.58
H -2.2046 -3.2115 1.4159 0.37 -0.13 0.02
H -1.3889 -4.7284 1.8398 -0.05 0.16 0.05
C -1.4275 -2.2394 4.0203 -0.23 -0.28 0.17
H -2.0766 -3.1126 3.8698 0.19 0.20 0.08
H -2.0188 -1.3451 3.7683 0.19 -0.09 0.01
H -1.1616 -2.1712 5.0852 -0.03 0.00 -0.33
C 1.2924 -0.7086 4.4925 0.32 0.06 0.29
H 0.9151 -1.0710 5.4608 0.04 0.16 -0.30
H 0.8076 0.2577 4.2811 0.08 -0.30 0.07
H 2.3705 -0.5228 4.5837 -0.30 -0.05 0.03
C 3.2898 -1.5179 2.2407 0.77 -0.41 -0.06
H 3.9358 -1.9388 3.0256 -0.26 0.07 0.08
H 3.3342 -0.4234 2.3438 -0.04 -0.26 -0.01
H 3.7302 -1.7860 1.2675 -0.23 0.06 0.78
C 1.8384 -3.4944 0.2726 0.20 -0.65 -0.25
H 2.6732 -4.1368 0.5864 -0.10 0.07 0.04
H 2.2806 -2.7493 -0.4068 -0.21 -0.18 0.30
H 1.1367 -4.1189 -0.2876 0.11 0.10 0.12
C -1.5753 1.2802 -4.7543 -1.05 1.94 -1.29
C -1.6618 -0.1121 -4.6309 -0.08 -1.68 -0.25
C -1.1266 -1.0312 -5.7168 0.54 -0.16 -0.03
C 0.4037 -0.8547 -5.9040 -0.65 -0.60 -1.26
C 1.1636 -0.1876 -4.8133 1.79 0.17 -0.38
C 1.4494 1.1507 -4.5748 2.01 -0.44 -1.34
C 0.8602 2.3205 -5.4009 0.42 0.16 0.64
C -0.6209 2.0359 -5.7572 -1.18 -0.26 -1.23
H -1.6285 -0.8844 -6.6929 0.04 0.24 0.33
H 0.5937 -0.3546 -6.8551 0.03 0.23 -0.07
H -1.3212 -2.0993 -5.5095 -0.01 0.55 0.32
H -0.5160 1.4755 -6.6852 -0.48 -0.23 0.04
H -2.3732 1.9287 -4.3168 0.25 -0.53 -0.64
H -2.4722 -0.6096 -4.0692 0.25 0.92 -0.21
H -1.1164 2.9700 -6.0599 0.23 -0.21 0.18
H 0.9212 3.3028 -4.8575 0.35 -0.59 -0.10
H 2.3318 1.4000 -3.9426 -0.35 -0.33 -0.76
H 1.4880 2.4701 -6.2855 -0.40 -0.03 -0.10
H 0.8294 -1.8555 -6.0740 0.02 0.30 0.24
H 1.9326 -0.8738 -4.4380 -0.44 0.41 0.54
P -0.4949 -1.9366 -0.9378 1.37 1.89 -1.98
P 3.1966 -0.3739 -0.6010 -0.69 0.56 -1.53
C 0.7174 -0.8005 -1.9186 0.34 -1.35 0.54
C 1.5051 0.2605 -1.1619 0.62 0.80 -0.10
H 0.1065 -0.5280 -2.8127 0.29 -0.03 0.34
H 1.4514 -1.5561 -2.2950 -0.66 0.62 -0.07
H 1.8990 1.1355 -1.7768 -0.85 -0.72 0.46
H 0.8665 0.6511 -0.3493 0.74 0.08 -0.19
C 4.0040 1.2359 -0.2048 0.07 -0.17 0.32
H 4.7858 0.9883 0.5367 -0.20 0.53 -0.35
H 3.2671 1.9278 0.2425 0.43 -0.26 -0.12
H 4.4546 1.6780 -1.1097 -0.17 -0.05 0.48
C 3.9997 -0.6740 -2.2616 0.32 -0.38 0.14
H 4.1005 0.1690 -2.9728 -0.15 -0.17 0.55
H 3.5433 -1.5173 -2.8055 0.14 0.22 0.29
H 5.0131 -1.0129 -1.9641 -0.35 0.21 -0.41
C -2.0611 -0.9919 -1.0819 -0.50 -0.61 -0.13
H -2.7570 -1.4792 -0.3931 -0.14 0.16 -0.02
H -2.4686 -1.1073 -2.0894 0.02 0.14 0.13
H -2.0400 0.0614 -0.7916 0.36 -0.05 0.15
C -0.5602 -3.0106 -2.4706 -0.65 -0.52 0.18
H 0.3887 -3.5276 -2.7037 -0.33 0.27 0.42
H -0.8572 -2.4548 -3.3820 0.06 -0.10 0.61
H -1.3173 -3.7756 -2.2618 0.06 -0.08 -0.36
C -2.3330 1.3389 5.7153 -0.33 -0.38 -0.06
C -1.2863 2.1698 5.0077 0.63 0.33 -0.47
C -1.6194 2.6952 3.5624 0.21 -0.35 0.56
C -2.7650 3.7539 3.7141 0.59 0.48 -0.58
C -4.1208 3.1476 4.0356 -0.27 -0.19 -0.04
C -0.3382 3.3124 3.0118 0.82 0.98 0.54
O 0.4884 3.8788 3.7239 -1.14 -0.63 -1.29
N -0.1025 3.2007 1.6190 0.55 0.53 0.30
C -0.8408 2.4726 0.6889 -1.43 -0.10 -0.18
O -0.4806 2.4548 -0.5547 -0.45 0.37 1.54
N -1.9008 1.8455 1.1934 0.74 -0.84 -1.29
C -1.9720 1.5845 2.5262 -0.53 -0.95 1.12
O -2.3227 0.4621 2.9403 0.37 1.43 -0.87
H -3.1049 1.9593 6.1806 0.16 -0.26 -0.06
H -1.8357 0.7683 6.5059 -0.17 0.02 0.00
H -2.7814 0.6499 4.9873 -0.02 0.16 0.64
H -1.0233 3.0301 5.6517 -0.02 -0.24 -0.59
H -0.3632 1.5853 4.9261 -0.15 0.09 0.05
H -2.5065 4.4648 4.5153 0.31 -0.28 -0.34
H -2.8162 4.3474 2.7919 -0.06 -0.15 0.08
H -4.3228 3.1843 5.1088 -0.07 -0.02 -0.25
H -4.9075 3.7059 3.5235 0.01 -0.16 0.07
H -4.1523 2.0987 3.7245 -0.28 0.20 0.00
H 0.4968 3.9132 1.2476 0.63 -0.03 -0.03
```
Positions in Å, forces in eV/Å.

These are the Löwdin partial charges, in e, on atoms 1 to 2: 1.581 -0.163


[3]
C3H4O2Tl as an isolated structure. Source: the Open Molecules 2025 dataset; level of theory: wB97M-V/def2-TZVPD.

Summary:
* E_LUMO (spin up / spin down): -0.0104 / -0.0103 hartree
* M: 276.4 g mol⁻¹
* multiplicity: 2

Geometry as XYZ:
```
10
Properties=species:S:1:pos:R:3:forces:R:3
C 1.9868 1.1376 0.6930 1.25 -1.18 1.38
C 1.9209 2.4155 -0.0093 0.28 0.57 -0.12
H 2.0216 0.2799 0.0031 0.09 0.24 0.18
H 1.1168 0.9657 1.3441 0.29 0.09 -0.07
H 2.4497 2.5598 -0.9529 -0.20 -0.03 0.34
H 1.5042 3.2974 0.4800 0.15 -0.31 -0.19
C 3.3102 0.8783 1.7047 -1.14 0.70 -1.01
O 3.3369 -0.1774 2.3910 -0.49 -0.15 -0.27
O 4.2313 1.7330 1.7615 -0.29 0.02 -0.25
Tl 5.4535 0.3552 3.3834 0.07 0.05 0.01
```
Positions in Å, forces in eV/Å.

These are the natural (NBO) partial charges, in e, on atoms 1 to 2: -0.593 -0.269


Number 1: electronic energy -5787.16271 a.u.. Number 2: electronic energy -3034.74136 a.u.. Number 3: electronic energy -439.63257 a.u..